Here is an isolated molecule of C4H6O2 in a non-equilibrium geometry from the OMol25 dataset. Energies are from wB97M-V/def2-TZVPD.

For the largest force on an atom, the calculation gives 0.024 Eh/bohr. For the HOMO energy, the calculation gives -0.3217 Eh. The charge is 0. For the lowest unoccupied orbital energy, the calculation gives -0.1 eV. The value obtained for the frontier orbital gap is 8.647 eV.

```
12
C4H6O2 wB97M-V/def2-TZVPD
C -0.5993 -0.8364 0.0658
H -0.6312 1.2900 0.4343
C 1.2202 -0.4958 -1.2271
H 0.2599 -1.0635 0.6992
O 2.2432 0.4273 0.8364
H 2.1038 1.3253 -0.9755
C 1.8053 0.4884 -0.2960
H -2.1504 0.6170 -0.2141
H -1.6776 0.3113 1.4746
C -1.3079 0.4279 0.4536
H -1.2247 -1.7260 0.0328
O -0.0415 -0.7654 -1.2841
```

---

Here is an isolated molecule of C4H6O2 in a non-equilibrium geometry from the OMol25 dataset. Energies are from wB97M-V/def2-TZVPD.

For the largest force on an atom, the calculation gives 0.084 Eh/bohr. For the HOMO energy, the calculation gives -0.3653 Eh. The SMILES is O=C1CC[C@@H]1O. The charge is 0. For the lowest unoccupied orbital energy, the calculation gives 0.4 eV. The value obtained for the frontier orbital gap is 10.293 eV.

```
12
C4H6O2 wB97M-V/def2-TZVPD
C 0.5960 -0.5095 0.4637
C -0.9325 0.8836 -0.1971
H -1.3969 1.1095 -1.2579
C -0.8733 -0.5985 0.1156
H 1.0919 0.9562 -1.0236
H 0.9595 -0.6113 1.5130
H -1.6821 1.4080 0.6128
C 0.6066 0.9401 -0.0750
H 0.7347 -2.1358 -0.5975
H 1.1601 1.5836 0.7530
O 1.3604 -1.4265 -0.3057
O -1.6245 -1.5995 -0.0011
```

---

Here is a structure of composition C4H6O2 in a non-equilibrium geometry from the OMol25 dataset. Energies are from wB97M-V/def2-TZVPD.

For the largest force on an atom, the calculation gives 0.091 Eh/bohr. For the HOMO energy, the calculation gives -0.3494 Eh. The charge is 0. For the lowest unoccupied orbital energy, the calculation gives 0.4 eV. The value obtained for the frontier orbital gap is 9.892 eV.

```
12
C4H6O2 wB97M-V/def2-TZVPD
H 0.9997 1.8098 0.9352
H -0.8250 -1.6120 -0.3877
H -0.5030 -0.4361 -2.5970
H -0.2784 0.5389 -2.4600
O -1.6511 1.5970 -0.5016
C -0.7943 0.8376 -0.1360
H -1.1724 -0.9407 1.1781
C 0.6699 -0.3088 0.5795
H 2.2469 -0.6813 1.5262
C -0.7001 -0.7132 0.2176
C 0.5974 1.0162 0.3217
O 1.4103 -1.1075 1.3239
```

---

Here is an isolated molecule of C4H6O2 in a non-equilibrium geometry from the OMol25 dataset. Energies are from wB97M-V/def2-TZVPD.

For the largest force on an atom, the calculation gives 0.032 Eh/bohr. For the HOMO energy, the calculation gives -0.3342 Eh. The charge is 0. For the lowest unoccupied orbital energy, the calculation gives 1.0 eV. The value obtained for the frontier orbital gap is 10.098 eV.

```
12
C4H6O2 wB97M-V/def2-TZVPD
O 2.0773 -0.4198 1.0801
C 0.0269 1.3699 0.4869
H 2.2470 1.1358 -0.2035
H 0.0967 -1.3828 0.8335
C -1.3848 -1.2965 -0.7535
H -1.9908 -2.1328 -0.4439
C -0.3372 -0.9155 -0.0560
C 1.6401 0.5334 0.4855
H 0.0253 2.3264 -0.0595
O 0.2831 0.2420 -0.5278
H -1.6393 -0.7184 -1.6367
H -1.0443 1.2583 0.7948
```

---

Here is an isolated molecule of C4H6O2 from the OMol25 dataset. Energies are from wB97M-V/def2-TZVPD.

For the largest force on an atom, the calculation gives 0.011 Eh/bohr. For the HOMO energy, the calculation gives -0.3680 Eh. The SMILES is OCC#CCO. The charge is 0. For the lowest unoccupied orbital energy, the calculation gives 0.8 eV. The value obtained for the frontier orbital gap is 10.774 eV.

```
12
C4H6O2 wB97M-V/def2-TZVPD
C 0.1803 0.4422 -0.7191
C -1.0911 -1.7674 -0.0670
H -0.6509 -2.7155 -0.3890
H 2.5810 0.5079 -0.3070
H 0.4985 2.3407 0.0806
H -2.1483 -1.7694 -0.3664
O -0.9489 -1.7041 1.3400
C 1.0250 1.6304 -0.5653
C -0.3957 -0.6167 -0.6567
H -0.9661 -0.7654 1.5713
H 1.2000 2.1287 -1.5278
O 2.2325 1.3126 0.0980
```

---

Here is an isolated molecule of C4H6O2 from the OMol25 dataset. Energies are from wB97M-V/def2-TZVPD.

For the largest force on an atom, the calculation gives 0.010 Eh/bohr. For the HOMO energy, the calculation gives -0.3643 Eh. The SMILES is CC(=O)CC=O. The charge is 0. For the lowest unoccupied orbital energy, the calculation gives 0.7 eV. The value obtained for the frontier orbital gap is 10.618 eV.

```
12
C4H6O2 wB97M-V/def2-TZVPD
C -1.7953 -0.5407 -0.0206
C -0.4529 -0.4485 0.6831
H 2.1454 -0.4518 -0.2806
H -2.3551 0.4146 -0.0757
C 0.3501 0.7135 0.1003
C 1.5828 0.3822 -0.7101
O -0.0478 1.8485 0.2473
H 2.2198 1.2648 -0.7981
H 1.2686 0.0782 -1.7178
O -2.2328 -1.5608 -0.4905
H -0.6558 -0.2141 1.7369
H 0.0533 -1.4144 0.6171
```

---

Here is a structure of composition C4H6O2 from the OMol25 dataset. Energies are from wB97M-V/def2-TZVPD.

For the largest force on an atom, the calculation gives 0.004 Eh/bohr. For the HOMO energy, the calculation gives -0.3211 Eh. The charge is 0. For the lowest unoccupied orbital energy, the calculation gives 0.0 eV. The value obtained for the frontier orbital gap is 8.774 eV.

```
12
C4H6O2 wB97M-V/def2-TZVPD
H -0.7789 1.6150 0.7095
O 0.2583 -1.7728 -0.0111
C -0.6310 -0.1037 -1.4651
H -0.2421 -1.0586 1.3725
H -0.4563 0.8694 -1.9139
O -0.6214 -0.1491 1.6901
H 1.8790 0.0530 0.7626
H -1.4055 -0.7289 -1.9014
C -0.1898 0.7078 0.8200
C 1.0900 0.4644 0.1337
C 0.2965 -0.6547 -0.5992
H 1.4170 1.2977 -0.4861
```

---

Here is an isolated molecule of C4H6O2 in a non-equilibrium geometry from the OMol25 dataset. Energies are from wB97M-V/def2-TZVPD.

For the largest force on an atom, the calculation gives 0.050 Eh/bohr. For the HOMO energy, the calculation gives -0.3610 Eh. The SMILES is O=CC1(O)CC1. The charge is 0. For the lowest unoccupied orbital energy, the calculation gives 0.8 eV. The value obtained for the frontier orbital gap is 10.621 eV.

```
12
C4H6O2 wB97M-V/def2-TZVPD
C 1.4866 0.1895 0.2499
C -0.6765 -0.1293 0.6972
H -0.5918 1.7698 -0.7352
H -0.5715 0.9208 1.1155
O -0.0591 1.1608 -1.2673
H 1.1593 1.0900 0.9826
H -0.2557 -0.7774 1.4630
C -0.8916 -0.9839 -0.5619
H -0.7264 -2.0547 -0.4071
O 2.5115 -0.4226 0.3339
C 0.2225 0.0092 -0.5209
H -1.6072 -0.7721 -1.3497
```

---

Here is an isolated molecule of C4H6O2 in a non-equilibrium geometry from the OMol25 dataset. Energies are from wB97M-V/def2-TZVPD.

For the largest force on an atom, the calculation gives 0.041 Eh/bohr. For the HOMO energy, the calculation gives -0.3566 Eh. The charge is 0. For the lowest unoccupied orbital energy, the calculation gives 0.8 eV. The value obtained for the frontier orbital gap is 10.533 eV.

```
12
C4H6O2 wB97M-V/def2-TZVPD
H 1.5519 -1.4491 -0.2659
H 1.8035 1.3649 -0.1912
C 0.8633 -0.6488 0.0183
C 0.8734 0.8282 -0.4117
H -2.3916 -0.3755 -0.9330
H -1.2986 -1.4105 0.5299
O 0.9109 -0.2079 1.4192
C -0.7037 -0.6289 0.0773
H -0.5081 1.4480 1.4211
O -1.4757 -0.6276 -1.1540
H 0.4448 1.0827 -1.3811
C -0.0794 0.6629 0.7863
```

---

Here is an isolated molecule of C4H6O2 from the OMol25 dataset. Energies are from wB97M-V/def2-TZVPD.

For the largest force on an atom, the calculation gives 0.014 Eh/bohr. For the HOMO energy, the calculation gives -0.3677 Eh. The SMILES is O=CCCC=O. The charge is 0. For the lowest unoccupied orbital energy, the calculation gives 0.7 eV. The value obtained for the frontier orbital gap is 10.707 eV.

```
12
C4H6O2 wB97M-V/def2-TZVPD
C -0.9916 -0.5262 -0.0767
H -1.0095 -1.4319 -0.6936
O -0.8825 0.5996 -2.1992
C -1.0781 0.6661 -1.0086
H 0.0370 0.4180 1.5797
O 2.2525 1.0086 0.6965
C 0.2584 -0.3153 0.7960
C 1.5542 0.1889 0.1451
H 1.8904 -0.2711 -0.8082
H -1.8695 -0.5561 0.5905
H 0.5391 -1.2552 1.2842
H -1.1851 1.6452 -0.4873
```

---

Here is an isolated molecule of C4H6O2 from the OMol25 dataset. Energies are from wB97M-V/def2-TZVPD.

For the largest force on an atom, the calculation gives 0.010 Eh/bohr. For the HOMO energy (alpha / beta), the calculation gives -0.3332 / -0.3377 Eh. The charge is 0. For the lowest unoccupied orbital energy (alpha / beta), the calculation gives -2.6 / -2.6 eV. The value obtained for the frontier orbital gap (alpha / beta) is 6.452 / 6.621 eV.

```
12
C4H6O2 wB97M-V/def2-TZVPD
O -2.7950 -1.2348 -0.4430
C 1.5298 0.2812 -0.4826
H 2.2751 0.9562 -0.0669
H 1.1744 0.6551 -1.4414
H -2.3502 0.6925 0.0346
C -2.0290 -0.3539 -0.1023
H -0.2443 -1.6328 0.0611
C -0.6066 -0.6140 0.1796
O -0.0300 1.6449 0.7961
H 0.8894 -0.0821 1.4200
C 0.2745 0.4250 0.6080
H 1.9120 -0.7372 -0.5633
```

---

Here is a cluster of 2 separate species, C4H6O2 in total from the OMol25 dataset. Energies are from wB97M-V/def2-TZVPD.

For the largest force on an atom, the calculation gives 0.008 Eh/bohr. For the HOMO energy, the calculation gives -0.3524 Eh. The SMILES is O=C1C=COC1.[H][H]. The charge is 0. For the lowest unoccupied orbital energy, the calculation gives 0.6 eV. The value obtained for the frontier orbital gap is 10.229 eV.

```
12
C4H6O2 wB97M-V/def2-TZVPD
H -1.3684 -1.3602 -1.1244
C -0.6313 -0.6387 -0.7893
H -1.5031 -0.5050 1.4633
O 0.5097 -1.1939 -0.3498
C 0.5493 1.1634 -0.1393
C -0.7166 0.6996 -0.7048
H 2.2870 -0.1453 -0.4166
H -1.3962 -1.2107 1.6669
H 1.5206 -0.2675 1.1930
C 1.3381 -0.1244 0.1233
H -1.5644 1.3149 -0.9671
O 0.9480 2.2835 0.0976
```

---

Quick rundown of energy relative to the best compared isomer or geometry (same formula, charge and spin), same order as above: 415.4; 217.0; 386.4; 474.6; 275.1; 73.9; 279.2; 400.1; 374.9; 119.9; 469.1; 200.4 kJ/mol
Quick rundown of electronic energy, same order as above: -8336.156; -8338.212; -8336.457; -8335.543; -8337.610; -8339.696; -8337.568; -8336.315; -8336.576; -8339.218; -8335.599; -8338.384 eV